Computed, not measured: a cluster of 6 separate species, C28H49NO17 in total, with ωB97M-V/def2-TZVPD.

The geometry in ORCA input format:
```
! RIJCOSX wB97M-V def2-TZVPD def2/J DEFGRID3
* xyz 0 1
C -6.181 1.104 -6.893
C -6.616 2.117 -5.870
C -7.474 3.263 -6.370
O -7.154 4.305 -5.440
C -5.899 4.079 -4.985
O -5.250 4.852 -4.359
O -5.483 2.846 -5.354
H -5.765 1.597 -7.773
H -5.418 0.448 -6.477
H -7.033 0.496 -7.197
H -7.101 1.632 -5.018
H -8.543 3.072 -6.355
H -7.164 3.583 -7.368
C 1.009 -2.899 -2.191
C 1.214 -2.719 -3.670
C 2.467 -1.967 -4.076
O 2.070 -1.348 -5.306
C 0.735 -1.159 -5.261
O 0.127 -0.451 -6.002
O 0.197 -1.844 -4.225
H 1.151 -1.952 -1.671
H 0.001 -3.251 -1.978
H 1.718 -3.622 -1.787
H 1.150 -3.668 -4.211
H 3.341 -2.590 -4.239
H 2.700 -1.174 -3.360
C 0.315 0.619 3.055
C 0.901 -0.258 1.983
C -0.070 -1.097 1.176
O 0.744 -2.218 0.793
C 1.698 -2.369 1.738
O 2.415 -3.320 1.824
O 1.725 -1.306 2.557
H -0.381 0.058 3.680
H 1.106 1.000 3.698
H -0.206 1.457 2.595
H 1.543 0.319 1.312
H -0.460 -0.606 0.291
H -0.891 -1.466 1.796
C 2.173 -4.077 6.027
C 2.836 -2.878 5.411
C 4.158 -2.450 6.015
O 4.186 -1.048 5.708
C 2.905 -0.623 5.625
O 2.576 0.521 5.573
O 2.060 -1.671 5.623
H 2.141 -3.987 7.114
H 1.148 -4.169 5.668
H 2.722 -4.981 5.767
H 2.939 -3.009 4.332
H 5.026 -2.943 5.587
H 4.166 -2.559 7.101
C 4.622 -5.381 11.566
C 5.011 -5.511 10.119
C 4.723 -4.316 9.232
O 4.556 -4.930 7.947
C 4.113 -6.200 8.154
O 3.692 -6.909 7.301
O 4.221 -6.523 9.460
H 3.600 -5.015 11.661
H 4.688 -6.347 12.063
H 5.295 -4.686 12.068
H 6.060 -5.805 10.018
H 5.522 -3.582 9.189
H 3.783 -3.831 9.510
C -2.511 6.236 -4.121
O -1.241 6.457 -4.711
C -0.234 5.528 -4.351
C -0.111 4.363 -5.330
C -1.387 3.581 -5.631
C -1.873 2.624 -4.541
N -0.807 1.770 -4.011
C -1.033 1.379 -2.627
C -0.483 2.435 -1.674
O -0.991 2.290 -0.360
C -2.299 2.806 -0.180
H -3.274 6.189 -4.895
H -2.544 5.298 -3.569
H -2.750 7.057 -3.439
H -0.388 5.183 -3.321
H 0.710 6.076 -4.352
H 0.253 4.780 -6.272
H 0.654 3.674 -4.965
H -1.214 2.989 -6.533
H -2.198 4.270 -5.876
H -2.335 3.171 -3.716
H -2.675 2.013 -4.971
H -0.768 0.920 -4.562
H -0.504 0.439 -2.457
H -2.099 1.215 -2.402
H 0.601 2.342 -1.601
H -0.709 3.434 -2.063
H -2.961 2.020 0.193
H -2.716 3.190 -1.113
H -2.277 3.620 0.547
*
```

Computed properties:
- Total energy: -66128.86700 eV
- SMILES: C[C@@H]1COC(=O)O1.C[C@@H]1COC(=O)O1.C[C@@H]1COC(=O)O1.C[C@@H]1COC(=O)O1.C[C@@H]1COC(=O)O1.COCCCCNCCOC

Computed, not measured: a structure of composition C28H50BFNbO20 in a non-equilibrium geometry, with ωB97M-V/def2-TZVPD.

The geometry in ORCA input format:
```
! RIJCOSX wB97M-V def2-TZVPD def2/J DEFGRID3
* xyz -1 1
C 6.510 -3.135 -1.476
C 6.489 -2.266 -2.713
O 5.300 -1.525 -2.866
B 4.652 -0.918 -1.810
O 5.516 -0.075 -1.127
Nb 2.382 -1.144 -1.059
C 0.235 -1.917 -0.917
C -0.286 -3.204 -1.508
F -1.027 -2.919 -2.686
H 7.292 -3.887 -1.578
H 6.719 -2.559 -0.579
H 5.553 -3.642 -1.363
H 6.569 -2.897 -3.599
H 7.358 -1.599 -2.721
H 5.152 0.121 -0.254
H 2.694 -2.851 -1.716
H 2.307 -0.630 -2.828
H 2.213 0.676 -0.561
H 3.296 -1.759 0.433
H -0.436 -1.132 -1.280
H 0.133 -1.981 0.175
H -0.978 -3.749 -0.860
H 0.507 -3.877 -1.819
C -2.994 -0.245 3.479
C -1.545 0.007 3.779
C -1.084 1.450 3.632
O 0.290 1.303 3.271
C 0.429 0.097 2.649
O 1.391 -0.230 2.041
O -0.688 -0.640 2.817
H -3.243 -1.304 3.514
H -3.613 0.271 4.214
H -3.242 0.128 2.486
H -1.266 -0.373 4.766
H -1.160 2.046 4.537
H -1.612 1.942 2.810
C -8.149 -1.272 -0.365
C -7.698 -0.843 0.997
C -6.399 -0.058 1.063
O -5.926 -0.380 2.383
C -6.413 -1.601 2.710
O -6.050 -2.234 3.652
O -7.362 -1.977 1.837
H -9.038 -1.898 -0.291
H -8.405 -0.390 -0.951
H -7.364 -1.825 -0.879
H -8.491 -0.294 1.514
H -6.523 1.018 0.984
H -5.679 -0.414 0.323
C 3.400 2.593 1.436
C 4.187 3.344 2.465
C 4.919 4.580 1.968
O 6.038 4.663 2.861
C 6.297 3.410 3.310
O 7.279 3.120 3.924
O 5.311 2.573 2.976
H 2.979 1.667 1.827
H 2.574 3.218 1.094
H 4.014 2.338 0.572
H 3.569 3.595 3.332
H 4.347 5.501 2.025
H 5.290 4.425 0.952
C 9.853 1.815 5.103
C 10.382 1.381 6.438
C 11.859 1.637 6.693
O 12.204 0.592 7.606
C 11.350 -0.444 7.393
O 11.490 -1.530 7.856
O 10.341 -0.058 6.593
H 8.819 1.514 4.966
H 9.889 2.901 5.026
H 10.449 1.377 4.301
H 9.786 1.804 7.252
H 12.082 2.599 7.145
H 12.438 1.509 5.775
C -4.318 -1.405 -6.654
C -4.066 -0.851 -5.280
C -2.881 -1.434 -4.527
O -3.311 -1.294 -3.174
C -4.640 -1.307 -3.122
O -5.314 -1.412 -2.145
O -5.153 -1.189 -4.386
H -5.238 -1.001 -7.076
H -3.490 -1.139 -7.312
H -4.404 -2.491 -6.613
H -3.997 0.242 -5.302
H -1.940 -0.911 -4.659
H -2.740 -2.496 -4.735
C -9.315 0.747 -6.889
C -9.033 1.296 -5.519
C -7.831 0.712 -4.793
O -8.220 0.846 -3.421
C -9.570 0.813 -3.365
O -10.201 0.676 -2.367
O -10.094 0.949 -4.603
H -10.245 1.154 -7.282
H -8.505 1.021 -7.566
H -9.399 -0.339 -6.852
H -8.966 2.387 -5.538
H -6.899 1.241 -4.967
H -7.696 -0.349 -5.009
*
```

Computed properties:
- Total energy: -75740.22429 eV

Computed, not measured: a structure of composition C28H50BaO11P in a non-equilibrium geometry, with ωB97M-V/def2-TZVPD.

The geometry in ORCA input format:
```
! RIJCOSX wB97M-V def2-TZVPD def2/J DEFGRID3
* xyz 1 1
Ba 0.759 -0.707 0.095
C 3.801 0.781 0.038
C 4.065 -0.222 -1.105
O 3.085 -1.248 -1.043
C 3.063 -2.277 -2.033
C 2.248 -3.458 -1.508
O 0.937 -3.011 -1.188
C -0.060 -3.976 -0.863
C -1.413 -3.280 -0.782
O -1.546 -2.415 0.348
C -1.814 -3.080 1.582
C -0.957 -2.486 2.678
O 0.391 -2.693 2.297
C 1.359 -2.428 3.296
C 2.632 -3.131 2.883
O 3.119 -2.666 1.634
C 4.352 -1.974 1.677
C 4.220 -0.505 2.048
O 3.301 0.199 1.231
H 3.043 1.504 -0.264
H 4.731 1.322 0.244
H 5.054 -0.692 -1.030
H 4.008 0.310 -2.061
H 4.091 -2.605 -2.226
H 2.627 -1.884 -2.957
H 2.726 -3.880 -0.617
H 2.179 -4.229 -2.284
H 0.197 -4.469 0.082
H -0.083 -4.729 -1.659
H -2.204 -4.035 -0.762
H -1.546 -2.652 -1.664
H -1.601 -4.147 1.487
H -2.875 -2.960 1.826
H -1.167 -2.994 3.627
H -1.161 -1.416 2.804
H 1.023 -2.821 4.264
H 1.503 -1.345 3.408
H 2.420 -4.199 2.773
H 3.390 -3.024 3.664
H 4.787 -2.081 0.684
H 5.040 -2.457 2.383
H 5.207 -0.030 2.011
H 3.848 -0.394 3.069
C 1.399 0.956 -4.202
C 0.544 2.203 -4.093
C -0.146 2.504 -5.412
C 1.340 3.392 -3.588
O -0.568 1.991 -3.156
P -0.472 1.177 -1.804
O -0.438 -0.320 -2.050
O 0.686 1.619 -0.932
O -1.787 1.549 -0.999
C -3.177 1.412 -1.467
C -3.340 0.259 -2.434
C -3.553 2.739 -2.103
C -3.956 1.157 -0.187
H 2.169 1.130 -4.957
H 0.805 0.092 -4.497
H 1.897 0.727 -3.259
H 0.597 2.737 -6.177
H -0.808 3.363 -5.311
H -0.727 1.648 -5.751
H 2.167 3.595 -4.271
H 1.741 3.196 -2.595
H 0.713 4.282 -3.542
H -2.758 0.394 -3.344
H -4.394 0.209 -2.713
H -3.058 -0.686 -1.976
H -2.953 2.934 -2.989
H -3.412 3.554 -1.394
H -4.605 2.724 -2.396
H -3.584 0.258 0.305
H -5.015 1.015 -0.403
H -3.861 1.998 0.498
C -0.430 3.146 1.681
C -0.885 1.906 2.385
O -0.339 0.830 2.171
C -2.009 1.984 3.353
C -2.929 3.031 3.297
C -3.993 3.066 4.186
C -4.121 2.075 5.145
C -3.196 1.043 5.221
C -2.145 0.992 4.322
H 0.550 2.971 1.250
H -0.428 4.002 2.355
H -1.116 3.356 0.859
H -2.822 3.807 2.553
H -4.714 3.870 4.132
H -4.943 2.111 5.848
H -3.298 0.284 5.985
H -1.407 0.203 4.372
*
```

Computed properties:
- Energy above the lowest of the compared OMol25 structures with the same formula, charge and spin: 80.12 kJ/mol
- Total energy: -62353.60458 eV

Computed, not measured: a cluster of 2 separate species, C28H50F3IN4O6P in total in a non-equilibrium geometry, with ωB97M-V/def2-TZVPD.

The geometry in ORCA input format:
```
! RIJCOSX wB97M-V def2-TZVPD def2/J DEFGRID3
* xyz 1 1
C 2.797 1.355 4.080
C 3.338 1.138 2.654
P 3.922 -0.546 2.174
C 4.147 -1.343 3.801
N 2.507 -1.445 1.496
C 1.330 -0.826 1.300
N 0.665 -0.239 2.289
N 0.762 -0.886 0.070
C 1.661 -0.640 -1.092
C 2.232 0.789 -1.026
C 1.301 1.927 -0.588
C 0.027 2.141 -1.412
C -0.921 3.130 -0.728
C -1.661 2.426 0.401
C -2.874 3.146 0.983
C -3.370 2.422 2.247
C -4.169 1.145 1.962
C -3.269 -0.100 1.916
C -3.153 -0.762 3.279
O -1.965 -1.545 3.299
C -1.492 -1.855 4.594
N 0.829 -0.902 -2.283
C 0.944 -0.157 -3.445
O 1.933 0.121 -4.027
F -0.269 0.247 -3.833
C -0.259 -1.800 -2.150
O -0.217 -2.947 -2.382
F -1.361 -1.204 -1.704
C 2.775 -1.740 -1.023
C 4.106 -1.274 -1.642
C 4.691 -2.358 -2.533
O 4.121 -2.794 -3.473
I 6.686 -3.077 -2.104
C 2.822 -2.384 0.374
C 4.058 -3.227 0.637
C 3.934 -4.093 1.884
F 3.451 -5.345 1.533
H 2.152 2.230 4.085
H 2.241 0.506 4.469
H 3.607 1.571 4.770
H 2.577 1.462 1.947
H 4.192 1.787 2.473
H 3.217 -1.663 4.267
H 4.611 -0.609 4.459
H 4.842 -2.171 3.717
H -0.214 0.228 2.136
H 1.002 -0.361 3.228
H -0.116 -0.376 0.033
H 3.064 0.748 -0.318
H 2.691 1.073 -1.968
H 1.013 1.839 0.460
H 1.884 2.847 -0.648
H 0.290 2.479 -2.412
H -0.512 1.199 -1.472
H -0.382 4.000 -0.351
H -1.651 3.492 -1.452
H -2.028 1.479 0.001
H -0.973 2.221 1.231
H -2.655 4.182 1.232
H -3.662 3.106 0.233
H -2.498 2.118 2.839
H -3.926 3.111 2.879
H -4.911 0.996 2.749
H -4.736 1.250 1.038
H -2.251 0.172 1.643
H -3.649 -0.814 1.188
H -4.022 -1.396 3.465
H -3.094 0.017 4.045
H -1.791 -1.107 5.330
H -1.861 -2.828 4.921
H -0.403 -1.897 4.572
H 2.416 -2.547 -1.660
H 3.951 -0.453 -2.335
H 4.854 -0.990 -0.907
H 1.997 -3.098 0.387
H 4.984 -2.662 0.605
H 4.106 -3.932 -0.196
H 4.889 -4.198 2.396
H 3.223 -3.662 2.592
O -4.600 1.853 -2.461
C -4.391 1.538 -3.604
O -5.247 1.938 -4.553
C -5.004 1.754 -5.953
C -5.444 0.387 -6.433
C -3.216 0.657 -3.962
H -3.959 1.960 -6.191
H -5.596 2.528 -6.437
H -4.878 -0.412 -5.953
H -5.307 0.303 -7.511
H -6.497 0.230 -6.203
H -3.499 -0.384 -3.809
H -2.417 0.909 -3.276
H -2.844 0.782 -4.975
*
```

Computed properties:
- Energy above the lowest of the compared OMol25 structures with the same formula, charge and spin: 0.00 kJ/mol
- Total energy: -73629.20004 eV

Computed, not measured: a structure of composition C28H50N2PdS3SbSi3 in a non-equilibrium geometry, with ωB97M-V/def2-TZVPD.

The geometry in ORCA input format:
```
! RIJCOSX wB97M-V def2-TZVPD def2/J DEFGRID3
* xyz 1 1
Pd -0.667 -0.914 -0.354
C 1.141 -1.717 2.473
Sb 1.903 -0.060 1.317
C 1.307 -0.808 -0.663
C 1.559 0.306 -1.649
C 1.292 0.191 -3.011
C 1.622 1.240 -3.852
C 2.215 2.372 -3.312
C 2.440 2.402 -1.944
N 2.119 1.402 -1.131
Si 2.483 -2.290 -1.048
C 2.108 -3.833 -0.063
C 4.179 -1.669 -0.578
C 2.617 -2.704 -2.873
C 0.370 1.488 1.825
C -0.190 2.066 0.557
C -0.217 3.447 0.319
C -0.772 3.965 -0.827
C -1.330 3.101 -1.758
C -1.304 1.761 -1.466
N -0.760 1.247 -0.353
Si 1.519 2.689 2.821
C 2.494 1.724 4.089
C 0.584 4.045 3.718
C 2.768 3.495 1.681
Si -1.169 1.023 2.858
C -2.085 -0.504 2.279
C -0.836 0.786 4.680
C -2.412 2.406 2.673
H 2.016 -2.261 2.826
H 0.490 -2.402 1.934
H 0.607 -1.331 3.337
H 0.848 -0.707 -3.407
H 1.427 1.170 -4.914
H 2.499 3.211 -3.929
H 2.890 3.269 -1.475
H 2.731 -3.854 0.832
H 2.358 -4.717 -0.649
H 1.078 -3.940 0.269
H 4.314 -1.594 0.501
H 4.383 -0.687 -1.006
H 4.927 -2.364 -0.960
H 1.688 -2.815 -3.422
H 3.162 -3.645 -2.963
H 3.202 -1.939 -3.381
H 0.198 4.118 1.046
H -0.770 5.034 -0.994
H -1.770 3.450 -2.679
H -1.737 1.038 -2.151
H 1.906 1.095 4.749
H 3.022 2.448 4.710
H 3.258 1.107 3.616
H 0.011 3.664 4.560
H -0.103 4.597 3.084
H 1.300 4.763 4.120
H 3.148 2.790 0.939
H 3.613 3.819 2.291
H 2.398 4.369 1.152
H -1.467 -1.389 2.091
H -2.663 -0.248 1.389
H -2.806 -0.767 3.057
H -0.236 -0.094 4.908
H -1.814 0.640 5.143
H -0.375 1.639 5.167
H -2.725 2.527 1.635
H -2.030 3.363 3.020
H -3.305 2.178 3.257
C -3.542 -1.334 -3.813
C -4.397 -1.045 -2.587
S -3.539 -0.818 -1.005
C -3.827 -2.349 -0.106
C -2.982 -3.537 -0.514
S -1.171 -3.294 -0.530
C -0.781 -3.799 -2.219
C -1.161 -2.819 -3.318
S -2.857 -3.001 -3.943
H -2.740 -0.602 -3.927
H -4.181 -1.226 -4.693
H -5.133 -1.839 -2.450
H -4.949 -0.117 -2.745
H -4.882 -2.621 -0.178
H -3.646 -2.087 0.937
H -3.244 -3.857 -1.521
H -3.161 -4.366 0.173
H -1.235 -4.781 -2.367
H 0.297 -3.956 -2.200
H -0.475 -2.959 -4.156
H -1.045 -1.789 -2.948
*
```

Computed properties:
- Energy above the lowest of the compared OMol25 structures with the same formula, charge and spin: 6.69 kJ/mol
- Total energy: -98981.29664 eV

Number 1: frontier orbital gap 9.0321 eV. Number 2: frontier orbital gap 5.6777 eV. Number 3: frontier orbital gap 9.7997 eV. Number 4: frontier orbital gap 9.2187 eV. Number 5: frontier orbital gap 6.4985 eV.